Entry 1:
{"formula": "C2H3N2OS", "method": "ωB97M-V/def2-TZVPD", "symbols": ["C", "C", "N", "N", "O", "S", "H", "H", "H"], "coordinates": [[1.054, 0.012, -0.001], [0.318, 1.157, -0.027], [0.571, -1.106, 0.295], [-1.692, -0.271, -0.125], [-2.489, -1.140, -0.080], [-1.408, 1.255, 0.112], [2.064, 0.043, -0.297], [0.839, 2.128, -0.333], [0.742, -2.079, 0.455]], "atomic_forces_ev_per_a": [[1.70, -2.64, -0.15], [-0.67, 4.06, -1.09], [-3.36, -0.31, 0.89], [-0.49, -3.55, -0.06], [0.42, 1.80, -0.06], [0.59, 1.27, 0.36], [1.58, 0.76, -0.22], [-1.07, -1.31, 0.68], [1.30, -0.08, -0.34]], "orbital_gap_ev": [7.64, 7.14], "charge": 1, "lumo_energy_ev": [-6.7320, -7.3042], "spin_multiplicity": 3, "e_tot_ev": -17971.684, "e_above_lowest_kj_mol": 180.5}

Entry 2:
{"formula": "C45H51N8OSScSe", "method": "ωB97M-V/def2-TZVPD", "symbols": ["Sc", "C", "C", "C", "C", "C", "C", "C", "N", "C", "C", "C", "C", "C", "C", "C", "C", "C", "C", "N", "C", "C", "C", "N", "C", "C", "C", "C", "C", "C", "C", "C", "C", "C", "C", "C", "C", "C", "N", "C", "C", "H", "H", "H", "H", "H", "H", "H", "H", "H", "H", "H", "H", "H", "H", "H", "H", "H", "H", "H", "H", "H", "H", "H", "H", "H", "H", "H", "H", "H", "H", "H", "H", "H", "H", "H", "H", "H", "H", "H", "H", "H", "H", "H", "H", "N", "C", "S", "N", "N", "C", "C", "C", "C", "C", "C", "C", "O", "H", "H", "H", "H", "H", "H", "H", "Se", "C", "N"], "coordinates": [[-0.059, 0.640, -0.600], [-0.570, -5.796, -2.395], [-0.598, -4.374, -2.964], [0.216, -3.392, -2.183], [1.529, -3.053, -2.357], [2.389, -3.735, -3.382], [3.773, -3.163, -3.660], [1.785, -1.952, -1.440], [0.651, -1.643, -0.759], [-0.298, -2.526, -1.147], [-1.533, -2.678, -0.526], [-2.034, -1.857, 0.480], [-3.181, -2.161, 1.307], [-3.965, -3.434, 1.254], [-5.113, -3.336, 0.246], [-3.360, -1.077, 2.114], [-2.325, -0.128, 1.762], [-2.236, 1.163, 2.278], [-1.218, 2.071, 2.019], [-0.058, 1.748, 1.394], [0.796, 2.786, 1.601], [2.156, 2.729, 1.329], [2.814, 1.663, 0.716], [2.201, 0.632, 0.079], [3.182, -0.181, -0.388], [2.995, -1.315, -1.178], [4.481, 0.333, 0.004], [4.250, 1.485, 0.696], [5.251, 2.412, 1.311], [5.760, 3.431, 0.288], [5.790, -0.358, -0.218], [5.929, -1.579, 0.696], [0.114, 3.866, 2.293], [-1.151, 3.425, 2.538], [-2.306, 4.151, 3.143], [-2.441, 3.884, 4.644], [0.729, 5.187, 2.615], [1.489, 5.181, 3.945], [-1.518, -0.646, 0.806], [-4.337, -0.874, 3.224], [-3.646, -1.022, 4.581], [-1.196, -6.452, -3.001], [-0.953, -5.801, -1.377], [0.446, -6.190, -2.384], [-1.630, -4.019, -2.993], [-0.229, -4.396, -3.994], [2.506, -4.788, -3.089], [1.823, -3.731, -4.323], [3.711, -2.101, -3.881], [4.218, -3.674, -4.516], [4.429, -3.310, -2.806], [-2.129, -3.527, -0.831], [-4.369, -3.670, 2.243], [-3.303, -4.252, 0.962], [-5.757, -2.491, 0.489], [-5.717, -4.246, 0.245], [-4.721, -3.179, -0.756], [-3.040, 1.499, 2.918], [2.757, 3.575, 1.632], [3.889, -1.732, -1.615], [6.094, 1.838, 1.715], [4.791, 2.949, 2.144], [6.360, 2.945, -0.479], [6.368, 4.193, 0.776], [4.918, 3.916, -0.198], [6.608, 0.337, -0.014], [5.876, -0.681, -1.258], [5.864, -1.276, 1.739], [6.884, -2.080, 0.541], [5.128, -2.285, 0.499], [-3.214, 3.836, 2.628], [-2.182, 5.226, 2.986], [-2.557, 2.820, 4.839], [-3.303, 4.411, 5.054], [-1.548, 4.225, 5.164], [-0.055, 5.947, 2.663], [1.419, 5.468, 1.817], [0.812, 4.992, 4.778], [1.969, 6.147, 4.104], [2.254, 4.408, 3.953], [-5.151, -1.599, 3.149], [-4.768, 0.128, 3.153], [-3.262, -2.034, 4.703], [-4.335, -0.806, 5.398], [-2.804, -0.337, 4.639], [-4.455, 2.443, 0.784], [-3.485, 2.365, -0.230], [-2.880, 3.841, -0.775], [-3.276, 1.160, -0.659], [-2.265, 0.792, -1.487], [-2.662, 0.030, -2.458], [-1.843, -0.560, -3.471], [-2.459, -1.293, -4.487], [-1.739, -1.853, -5.522], [-0.358, -1.679, -5.556], [0.282, -0.963, -4.575], [-0.420, -0.390, -3.485], [0.208, 0.239, -2.562], [-4.997, 3.294, 0.726], [-5.009, 1.599, 0.853], [-3.743, -0.152, -2.550], [-3.538, -1.410, -4.461], [-2.241, -2.415, -6.299], [0.214, -2.114, -6.367], [1.356, -0.833, -4.594], [2.333, 4.921, -1.632], [1.230, 3.588, -1.464], [0.514, 2.686, -1.317]], "atomic_forces_ev_per_a": [[0.33, -0.68, 0.87], [-0.07, 0.19, -0.11], [0.14, -0.06, 0.16], [0.12, 0.17, 0.11], [-0.27, -0.21, 0.08], [0.07, -0.05, 0.02], [-0.12, -0.15, -0.01], [-0.06, -0.13, 0.10], [-0.16, 0.34, 0.11], [0.23, -0.15, -0.03], [-0.14, 0.22, 0.17], [0.17, -0.16, -0.21], [0.00, 0.16, 0.21], [-0.12, 0.19, -0.12], [-0.01, -0.14, 0.11], [-0.03, -0.14, -0.16], [0.20, 0.08, 0.12], [0.16, -0.12, -0.09], [0.03, -0.11, 0.23], [-0.08, -0.04, -0.31], [0.18, -0.13, 0.17], [-0.21, -0.06, -0.02], [-0.14, -0.09, 0.08], [-0.42, 0.17, -0.15], [0.01, -0.16, -0.17], [0.05, 0.25, 0.05], [0.03, 0.21, 0.04], [0.02, -0.23, -0.08], [0.04, -0.01, -0.19], [0.00, -0.01, 0.18], [-0.19, -0.07, 0.18], [0.15, 0.09, -0.12], [-0.19, -0.08, -0.06], [0.20, 0.10, -0.10], [0.10, -0.11, 0.18], [-0.02, 0.10, -0.09], [0.04, -0.08, 0.14], [-0.08, 0.11, -0.08], [0.28, 0.39, -0.19], [0.21, -0.10, 0.04], [-0.19, 0.04, 0.00], [-0.01, -0.15, -0.01], [0.02, -0.05, 0.13], [0.06, -0.06, 0.04], [0.02, 0.00, -0.15], [-0.12, 0.06, -0.02], [-0.05, 0.05, -0.14], [0.01, -0.07, 0.05], [0.09, 0.14, -0.03], [0.03, 0.03, -0.01], [0.13, 0.06, 0.02], [-0.07, -0.06, 0.02], [0.06, -0.02, -0.01], [-0.02, -0.06, 0.12], [-0.05, 0.06, -0.02], [-0.04, -0.04, -0.04], [0.01, 0.06, -0.11], [-0.04, 0.03, -0.04], [0.03, 0.03, 0.05], [0.02, 0.00, 0.01], [-0.09, 0.06, 0.05], [0.05, -0.10, 0.05], [0.02, -0.04, -0.09], [0.12, 0.10, 0.00], [-0.08, 0.09, -0.11], [0.03, 0.04, -0.12], [0.07, 0.06, -0.07], [-0.03, 0.01, 0.13], [0.11, -0.09, 0.00], [-0.11, -0.12, 0.03], [0.00, 0.10, -0.08], [-0.05, -0.02, -0.10], [-0.01, -0.11, 0.05], [-0.08, 0.02, 0.09], [0.09, 0.01, 0.14], [0.01, 0.04, -0.10], [-0.08, 0.06, -0.10], [-0.03, -0.04, 0.07], [0.08, 0.06, 0.09], [0.08, -0.08, 0.01], [-0.10, 0.04, -0.05], [-0.12, 0.00, -0.03], [0.04, -0.09, 0.03], [-0.02, 0.00, 0.12], [0.09, 0.06, 0.07], [-0.29, -0.15, 0.23], [-0.07, 0.06, -0.65], [0.49, 0.64, -0.20], [-1.17, -0.68, 0.83], [0.12, -0.08, -0.67], [-0.32, 0.78, 0.70], [0.87, -0.16, -0.32], [0.02, 0.06, 0.05], [-0.21, -0.19, -0.19], [0.01, -0.02, -0.07], [0.11, 0.14, 0.15], [-0.37, -0.22, -0.43], [0.02, 0.18, -0.39], [0.12, -0.11, -0.07], [-0.03, -0.05, -0.06], [0.24, 0.10, 0.17], [-0.02, 0.02, 0.05], [-0.03, -0.03, -0.02], [0.07, -0.01, -0.05], [0.09, 0.05, 0.04], [1.15, 1.49, -0.20], [-1.10, -1.28, 0.10], [-0.02, -0.14, 0.03]], "orbital_gap_ev": 5.40, "charge": -2, "lumo_energy_ev": 4.0755, "e_tot_ev": -158351.119, "e_above_lowest_kj_mol": 124.3}

Entry 3:
{"formula": "C7H7N4PS", "method": "ωB97M-V/def2-TZVPD", "symbols": ["C", "S", "C", "N", "C", "N", "C", "C", "C", "N", "N", "C", "P", "H", "H", "H", "H", "H", "H", "H"], "coordinates": [[-2.808, 0.359, -2.451], [-2.213, 0.968, -0.832], [-0.525, 0.352, -0.827], [0.035, 0.052, -1.967], [1.272, -0.449, -1.916], [2.106, -0.506, -0.935], [1.575, -0.025, 0.204], [0.248, 0.447, 0.356], [-0.197, 0.963, 1.640], [0.328, 0.893, 2.765], [1.436, 0.119, 3.088], [1.435, -1.258, 2.710], [2.604, -0.270, 1.736], [-2.588, -0.633, -2.704], [-2.278, 0.994, -3.107], [-3.817, 0.593, -2.560], [1.701, -0.748, -2.887], [-1.015, 1.668, 1.739], [2.146, -1.696, 3.441], [0.553, -1.822, 2.506]], "atomic_forces_ev_per_a": [[1.56, 1.42, 0.84], [0.20, -1.10, 0.23], [-0.70, 2.05, 0.78], [-0.10, -1.35, -0.38], [0.16, 0.42, -3.10], [0.03, 0.36, 1.94], [-0.86, -0.22, 1.85], [1.09, -1.17, -0.98], [-1.01, 0.80, -0.98], [0.44, 0.02, 2.26], [0.33, 0.74, -0.61], [1.98, -0.51, 1.50], [0.31, 0.13, -1.06], [0.29, -1.47, 0.17], [0.50, 0.45, -1.20], [-1.76, 0.23, 0.22], [-0.46, 0.01, 0.36], [-0.51, -0.15, -0.93], [-1.05, -0.59, -0.31], [-0.47, -0.06, -0.61]], "orbital_gap_ev": 8.35, "charge": 0, "lumo_energy_ev": -0.2098, "smiles": "CSc1ncnc2c1C=NN1CP21", "e_tot_ev": -33453.645, "e_above_lowest_kj_mol": 99.1}

Entry 4:
{"formula": "C36H33CoF6N6O4Sb", "method": "ωB97M-V/def2-TZVPD", "symbols": ["Co", "C", "C", "C", "C", "C", "N", "C", "C", "C", "C", "C", "C", "C", "N", "C", "C", "C", "N", "C", "C", "N", "C", "C", "C", "N", "H", "H", "H", "H", "H", "H", "H", "H", "H", "H", "H", "H", "H", "H", "H", "H", "H", "H", "O", "C", "O", "H", "C", "C", "C", "C", "C", "C", "N", "C", "C", "C", "C", "C", "C", "C", "O", "O", "C", "C", "H", "H", "H", "H", "H", "H", "H", "H", "H", "H", "H", "H", "H", "H", "F", "Sb", "F", "F", "F", "F", "F"], "coordinates": [[0.831, -0.475, -2.287], [-1.647, 4.733, 1.452], [-1.476, 3.649, 0.422], [-1.752, 3.871, -0.929], [-1.517, 2.903, -1.881], [-1.008, 1.631, -1.553], [-0.688, 0.692, -2.505], [-1.572, 0.447, -3.544], [-2.962, 0.558, -3.390], [-3.843, 0.207, -4.394], [-3.392, -0.315, -5.602], [-4.350, -0.809, -6.652], [-2.022, -0.425, -5.774], [-1.129, -0.012, -4.793], [0.257, -0.047, -5.108], [0.814, 0.047, -6.334], [2.171, -0.111, -6.195], [2.370, -0.305, -4.825], [1.213, -0.250, -4.184], [-0.805, 1.401, -0.184], [-0.995, 2.401, 0.769], [-0.436, 0.112, 0.300], [-0.946, -0.337, 1.508], [-0.307, -1.254, 2.228], [0.996, -1.718, 1.686], [0.538, -0.552, -0.351], [-2.565, 5.300, 1.282], [-0.816, 5.444, 1.432], [-1.694, 4.315, 2.458], [-2.138, 4.836, -1.242], [-1.717, 3.111, -2.925], [-3.347, 0.912, -2.442], [-4.910, 0.302, -4.217], [-5.301, -0.276, -6.596], [-4.562, -1.874, -6.524], [-3.948, -0.674, -7.657], [-1.630, -0.869, -6.681], [0.204, 0.229, -7.201], [2.910, -0.113, -6.976], [3.266, -0.533, -4.276], [-0.748, 2.186, 1.804], [-1.890, 0.112, 1.781], [-0.716, -1.641, 3.152], [1.199, -2.763, 1.912], [4.276, -2.328, -1.235], [3.414, -1.515, -1.452], [2.340, -1.664, -2.174], [3.488, -0.486, -1.032], [-1.105, -2.886, 6.598], [-0.850, -1.548, 5.951], [-1.934, -0.742, 5.616], [-1.733, 0.493, 5.019], [-0.454, 0.926, 4.727], [0.641, 0.119, 5.033], [1.952, 0.531, 4.711], [2.120, 1.254, 3.486], [2.187, 2.638, 3.508], [2.359, 3.352, 2.330], [2.476, 2.679, 1.125], [2.402, 1.294, 1.094], [2.209, 0.573, 2.265], [2.178, -0.935, 2.283], [3.010, -1.539, 2.917], [0.949, -1.700, 0.248], [0.452, -1.117, 5.671], [1.657, -1.953, 6.014], [-2.175, -3.059, 6.701], [-0.659, -2.946, 7.593], [-0.690, -3.707, 6.010], [-2.938, -1.086, 5.832], [-2.580, 1.120, 4.767], [-0.300, 1.878, 4.236], [2.609, -0.233, 4.761], [2.116, 3.138, 4.466], [2.413, 4.433, 2.359], [2.617, 3.227, 0.202], [2.490, 0.774, 0.149], [2.189, -2.294, 5.119], [1.391, -2.835, 6.589], [2.373, -1.381, 6.612], [0.054, -2.398, -2.633], [1.426, -3.701, -3.237], [3.034, -3.052, -4.062], [0.745, -3.100, -4.929], [2.389, -5.331, -3.502], [-0.071, -4.885, -3.315], [1.594, -4.060, -1.388]], "atomic_forces_ev_per_a": [[-0.11, 0.16, 0.03], [-0.03, 0.01, 0.04], [0.02, -0.02, -0.02], [-0.01, 0.04, 0.02], [0.03, -0.03, -0.06], [-0.08, 0.08, 0.04], [0.16, -0.20, 0.05], [0.02, 0.03, -0.02], [-0.01, 0.02, 0.02], [-0.02, 0.00, 0.01], [0.01, -0.01, 0.01], [-0.03, 0.00, -0.03], [0.02, 0.00, 0.01], [0.04, -0.05, -0.04], [0.03, 0.06, 0.04], [-0.05, 0.01, 0.02], [0.02, 0.00, 0.00], [-0.04, 0.00, 0.00], [-0.04, -0.14, 0.14], [0.05, -0.12, 0.08], [0.01, 0.05, 0.00], [-0.06, 0.03, 0.02], [-0.01, 0.04, -0.14], [-0.06, -0.06, 0.12], [0.12, -0.08, -0.11], [-0.01, 0.09, -0.29], [0.01, -0.01, 0.00], [0.00, -0.02, -0.02], [0.01, 0.00, -0.02], [0.01, -0.02, 0.00], [0.00, 0.00, 0.00], [0.02, -0.01, 0.00], [0.02, 0.00, 0.00], [0.01, 0.00, 0.01], [0.01, 0.01, 0.01], [0.01, 0.00, 0.01], [-0.01, 0.01, 0.02], [0.03, -0.01, 0.01], [-0.01, 0.00, 0.03], [0.01, 0.00, -0.03], [0.00, -0.01, -0.02], [0.02, -0.02, 0.03], [0.03, 0.00, -0.08], [0.01, -0.02, -0.05], [-0.02, 0.00, 0.00], [-0.20, 0.06, -0.15], [0.18, 0.40, 0.30], [0.10, -0.02, 0.02], [0.00, -0.02, 0.01], [0.04, 0.01, 0.02], [0.01, 0.01, 0.01], [-0.02, 0.00, -0.01], [0.02, -0.01, 0.03], [0.06, -0.02, 0.06], [-0.14, 0.10, -0.04], [0.04, -0.06, 0.02], [-0.01, -0.02, 0.02], [0.00, 0.02, 0.02], [-0.02, -0.01, -0.03], [-0.01, 0.05, 0.00], [0.07, 0.00, -0.11], [-0.19, 0.10, 0.08], [0.08, -0.07, 0.08], [-0.03, 0.05, 0.02], [-0.02, -0.01, 0.03], [0.05, -0.02, 0.03], [0.00, 0.00, 0.00], [0.00, 0.02, 0.00], [0.00, 0.02, -0.01], [0.01, 0.01, -0.01], [0.00, -0.01, 0.01], [0.02, 0.00, 0.02], [0.01, -0.01, -0.02], [0.00, 0.01, -0.02], [-0.01, -0.02, -0.01], [0.00, 0.00, 0.01], [0.00, 0.05, 0.08], [-0.04, 0.01, 0.01], [-0.01, 0.01, -0.01], [-0.02, 0.00, 0.00], [-0.14, 0.11, 0.02], [-0.08, -0.73, -0.26], [0.08, 0.11, 0.13], [0.05, -0.03, -0.20], [-0.08, -0.04, -0.16], [-0.13, 0.08, 0.15], [0.18, 0.03, 0.04]], "orbital_gap_ev": [6.94, 6.50], "charge": -1, "lumo_energy_ev": [2.1356, 1.5519], "spin_multiplicity": 3, "e_tot_ev": -115471.873}

Question: Number 4 is which compound?
Answer: C36H33CoF6N6O4Sb